CH3NSi | the ωB97M-V functional and the def2-TZVPD basis

Atoms and positions in Å:
C1 -2.776 -0.131 -0.119
N1 -3.896 0.057 0.022
Si1 -0.174 0.027 0.042
H1 0.812 0.746 0.812
H2 -0.276 -1.450 0.232
H3 -0.397 0.543 -1.394

Results
Orbital gap: 9.025 eV
Energy above the lowest of the compared OMol25 structures with the same formula, charge and spin: 62.05 kcal/mol
Electronic energy: -10449.6482 eV
Lowest unoccupied orbital energy: -0.0644 hartree
Largest force on an atom: 4.83 eV/Å
Net charge: 0

Atom charges from the Mulliken analysis, given in e for atoms 1 to 5: number 1, C, carries -0.160; number 2, N, carries -0.349; number 3, Si, carries 0.524; number 4, H, carries -0.028; number 5, H, carries 0.003